ORCA calculation (ωB97M-V with the def2-TZVPD basis set) on an isolated molecule of C5H12N2 at a distorted geometry.

Cartesian coordinates (Å):
C: 0.478 -1.531 1.063
C: 1.158 -0.882 -0.104
C: 0.085 -0.082 -0.853
C: -1.067 0.526 -0.128
C: -1.273 1.914 -0.052
N: -1.796 2.656 0.965
N: 1.829 -1.715 -1.015
H: 0.140 -0.724 1.748
H: -0.394 -2.268 0.780
H: 1.035 -2.299 1.586
H: 1.942 -0.316 0.362
H: -0.198 -0.721 -1.880
H: 0.668 0.725 -1.364
H: -1.764 -0.305 0.162
H: -1.182 2.358 -1.125
H: -2.458 2.200 1.612
H: -2.047 3.669 0.586
H: 2.127 -1.090 -1.709
H: 2.717 -2.115 -0.633

Total charge ... 0
Energy relative to the best compared isomer or geometry (same formula, charge and spin) ... 3.489 eV
HOMO-LUMO gap ... 8.3571 eV



ORCA calculation (ωB97M-V with the def2-TZVPD basis set) on an isolated molecule of C5H12N2 at a distorted geometry.

Cartesian coordinates (Å):
C: -1.899 0.784 -0.867
C: -1.953 -0.229 0.371
C: -0.638 -0.877 0.790
C: 1.251 -1.148 -0.600
C: 1.935 0.975 0.550
H: -1.346 1.821 -0.814
H: -2.957 1.027 -1.079
H: -1.514 0.280 -1.873
H: -2.474 -1.030 0.016
H: -2.570 0.160 1.274
H: -0.602 -1.713 1.624
H: -0.264 -0.129 1.467
H: 1.671 -1.835 -1.427
H: 3.189 -0.212 -0.788
H: 1.631 0.437 1.507
H: 3.100 1.310 0.546
H: 1.299 1.876 0.093
N: 0.054 -1.406 -0.346
N: 2.086 -0.091 -0.443

Total charge ... 0
Energy relative to the best compared isomer or geometry (same formula, charge and spin) ... 3.629 eV
HOMO-LUMO gap ... 9.1897 eV